Entry 1:
Density functional theory data (ωB97M-V/def2-TZVPD) for a molecular structure, C15H22N5O4S2Ti at a distorted geometry.

Summary:
Total energy in Eh: -2805.3344
Relative energy (zero: lowest compared OMol25 entry of this formula, charge and spin) in kJ/mol: 139.77
<S²>: 0.756
Frontier orbital gap (alpha / beta) in Eh: 0.2725 / 0.2654
Multiplicity: 2

```
49
C15H22N5O4S2Ti ωB97M-V/def2-TZVPD
Ti 0.936 0.106 0.696
S 3.366 0.891 -0.142
C 2.596 2.335 0.424
C 3.102 3.648 0.318
C 2.411 4.687 0.885
C 1.209 4.452 1.569
C 0.748 3.162 1.615
N 1.410 2.151 1.038
H 4.037 3.800 -0.201
H 2.797 5.696 0.808
H 0.659 5.250 2.045
H -0.178 2.898 2.113
O 0.316 -2.000 3.023
N 0.891 -1.041 2.591
O 2.012 -1.117 1.909
O 0.494 0.183 2.751
S 2.086 -4.558 0.281
C 3.009 -3.499 -0.689
C 2.269 -2.407 -0.997
N 0.995 -2.389 -0.480
C 0.781 -3.477 0.202
H 4.027 -3.715 -0.962
H 2.592 -1.575 -1.608
H -0.156 -3.699 0.693
C -0.981 -0.204 -2.734
C -0.255 0.969 -2.089
C 0.722 1.602 -3.074
C -1.249 2.009 -1.592
O 0.498 0.480 -1.003
H -1.555 0.128 -3.602
H -1.661 -0.668 -2.018
H -0.264 -0.961 -3.053
H 0.188 2.026 -3.928
H 1.432 0.857 -3.435
H 1.287 2.394 -2.582
H -1.926 2.306 -2.396
H -0.727 2.898 -1.234
H -1.843 1.607 -0.769
C -4.131 -2.261 0.423
N -3.119 -2.008 1.446
C -3.078 -2.889 2.610
C -2.098 -1.245 1.135
N -1.253 -0.534 0.799
H -5.103 -2.338 0.909
H -3.924 -3.189 -0.116
H -4.151 -1.434 -0.282
H -4.010 -2.785 3.165
H -2.243 -2.611 3.246
H -2.964 -3.928 2.294
```

These are the Löwdin partial charges, in e, on atoms 1 to 6: 0.8723 0.6320 -0.7503 -0.0885 -0.0720 -0.0744

=====

Entry 2:
Density functional theory data (ωB97M-V/def2-TZVPD) for a molecular structure, C15H22N5Zr at a distorted geometry.

Summary:
Total energy in Eh: -905.2292
Frontier orbital gap (alpha / beta) in Eh: 0.1961 / 0.1960
Net charge: +1

```
43
C15H22N5Zr ωB97M-V/def2-TZVPD
C -0.245 0.374 -3.012
C 0.331 1.734 -2.939
C 0.514 -0.622 -3.829
C -1.711 0.333 -3.229
H 0.399 -0.394 -4.905
H 0.150 -1.642 -3.681
H 1.588 -0.621 -3.630
H 0.247 2.254 -3.912
H 1.400 1.724 -2.701
H -0.195 2.348 -2.194
H -1.963 0.682 -4.250
H -2.244 0.981 -2.525
H -2.107 -0.686 -3.149
C 2.048 -0.344 1.455
C 2.097 -1.057 0.215
C 1.954 -0.106 -0.845
H 2.345 -2.108 0.085
C 1.809 1.208 -0.263
C 1.873 1.046 1.160
H 1.923 1.874 1.861
H 2.283 -0.762 2.432
H 2.107 -0.323 -1.896
H 1.737 2.161 -0.780
C -2.138 -1.269 0.910
C -1.042 -2.109 1.321
C -0.325 -2.506 0.152
H -0.895 -2.527 2.318
C -0.963 -1.908 -0.979
C -2.097 -1.144 -0.510
H -2.838 -0.621 -1.113
H -2.931 -0.873 1.545
H 0.479 -3.239 0.129
H -0.743 -2.137 -2.020
Zr -0.119 -0.096 0.308
N 0.247 2.519 5.206
N -0.010 1.421 4.392
N -0.868 0.462 4.799
C -1.161 -0.137 3.651
N -0.566 0.441 2.572
N 0.082 1.524 3.053
H 1.148 2.912 4.949
H 0.200 2.237 6.179
H -1.802 -1.007 3.670
```

These are the Löwdin partial charges, in e, on atoms 1 to 6: -0.4272 -0.1326 -0.0894 -0.1288 0.1072 0.0693

=====

Entry 3:
Density functional theory data (ωB97M-V/def2-TZVPD) for a single C15H22N6O3 molecule at a distorted geometry.

Summary:
Total energy in Eh: -1139.1160
Relative energy (zero: lowest compared OMol25 entry of this formula, charge and spin) in kJ/mol: 64.95
Frontier orbital gap in Eh: 0.3198

```
46
C15H22N6O3 ωB97M-V/def2-TZVPD
O -0.145 -5.706 -4.059
O -0.273 -0.048 2.964
N -0.666 -1.804 -6.429
N -0.243 -0.055 -4.841
O 0.577 2.075 3.266
C -0.398 -4.551 -4.296
C 0.081 1.025 2.530
C -0.519 -0.507 -6.071
C -0.594 -2.673 -5.433
C -0.184 -0.939 -3.848
C -0.341 -2.325 -4.132
N -0.712 -4.020 -5.492
N -0.322 -3.528 -3.406
N 0.134 -0.462 -2.567
N -0.107 1.287 1.189
C -0.885 1.741 5.242
C 1.597 1.199 5.355
C 0.766 3.527 5.104
C -0.215 0.919 -2.211
C 0.491 -1.362 -1.448
C -1.123 0.955 -0.995
C 0.714 -0.607 -0.132
C -0.491 0.263 0.241
C 0.529 2.106 4.699
H -0.683 0.224 -6.870
H -0.435 -4.520 -6.328
H 0.148 -3.626 -2.522
H 0.203 2.177 0.845
H -1.032 0.676 5.234
H -0.952 2.104 6.272
H -1.684 2.196 4.686
H 2.594 1.438 5.005
H 1.551 1.334 6.441
H 1.396 0.123 5.162
H 1.715 3.931 4.756
H 0.779 3.579 6.223
H -0.018 4.098 4.716
H 0.701 1.474 -2.044
H -0.797 1.429 -3.019
H -0.311 -2.058 -1.236
H 1.363 -1.923 -1.756
H -1.295 1.995 -0.729
H -2.125 0.534 -1.241
H 1.602 0.046 -0.224
H 0.875 -1.333 0.678
H -1.267 -0.409 0.722
```

These are the Löwdin partial charges, in e, on atoms 1 to 6: 0.0767 0.0897 0.1285 0.1194 0.0340 -0.5621

=====

Entry 4:
Density functional theory data (ωB97M-V/def2-TZVPD) for a single C15H22O5 molecule.

Summary:
Total energy in Eh: -960.9292
Relative energy (zero: lowest compared OMol25 entry of this formula, charge and spin) in kJ/mol: 242.62
Frontier orbital gap in Eh: 0.3699

```
42
C15H22O5 ωB97M-V/def2-TZVPD
C -5.176 -0.829 -0.297
H -5.532 -0.054 0.391
H -5.871 -1.666 -0.285
O -3.934 -1.348 0.105
C -2.851 -0.444 0.012
C -2.707 0.363 1.313
H -2.808 -0.343 2.141
C -1.371 1.098 1.486
O -0.320 0.200 1.712
H -0.447 -0.547 1.107
C -1.068 2.111 0.344
C -0.630 1.499 -0.962
O -1.385 1.317 -1.889
C 0.845 1.142 -1.087
O 1.708 2.049 -0.445
C 2.373 1.550 0.709
C 3.252 0.364 0.401
C 3.029 -0.861 1.014
C 3.824 -1.952 0.705
C 4.840 -1.829 -0.226
C 5.061 -0.612 -0.849
C 4.271 0.479 -0.537
H 4.433 1.431 -1.023
H 5.852 -0.513 -1.578
H 5.459 -2.681 -0.468
H 3.646 -2.901 1.190
H 2.231 -0.956 1.738
H 1.649 1.282 1.487
H 2.979 2.394 1.054
H 0.975 0.124 -0.696
H 1.094 1.124 -2.155
H -1.970 2.701 0.173
H -0.263 2.766 0.682
H -1.444 1.693 2.407
H -3.528 1.078 1.367
O -1.678 -1.178 -0.189
C -1.620 -1.839 -1.441
H -2.446 -2.545 -1.541
H -0.672 -2.373 -1.457
H -1.653 -1.108 -2.255
H -3.025 0.226 -0.849
H -5.123 -0.409 -1.308
```

These are the Löwdin partial charges, in e, on atoms 1 to 6: -0.0904 0.0873 0.0919 -0.1239 -0.4051 -0.0392

=====

Entry 5:
Density functional theory data (ωB97M-V/def2-TZVPD) for a molecular structure, C15H23AsF6I2IrNSSe2Te.

Summary:
Total energy in Eh: -9643.3172
Relative energy (zero: lowest compared OMol25 entry of this formula, charge and spin) in kJ/mol: 286.08
Frontier orbital gap in Eh: 0.2071
Net charge: +2

```
53
C15H23AsF6I2IrNSSe2Te ωB97M-V/def2-TZVPD
Ir 1.871 -2.342 0.295
C -2.403 -3.340 2.992
Se -1.836 -1.899 1.818
C -0.621 -0.990 3.047
C -0.014 0.215 2.360
Se 0.569 -0.269 0.531
C 1.646 1.283 0.076
H -1.530 -3.792 3.450
H -2.913 -4.071 2.371
H -3.085 -2.938 3.735
H 0.152 -1.690 3.357
H -1.166 -0.651 3.928
H 0.870 0.615 2.854
H -0.744 1.002 2.166
H 0.972 2.138 0.061
H 2.074 1.119 -0.908
H 2.416 1.413 0.828
I 2.070 -2.026 -2.275
C 3.450 -3.669 -2.287
I 3.044 -4.632 -0.425
H 4.459 -3.270 -2.293
H 3.246 -4.318 -3.132
S 3.939 -1.466 0.722
C 3.647 -0.665 2.174
N 3.410 -0.101 3.152
C -2.630 5.697 -3.358
C -2.243 4.340 -2.877
C -1.207 3.626 -3.496
C -0.846 2.365 -3.088
C 0.285 1.675 -3.799
C -1.578 1.766 -2.008
Te -1.357 -0.190 -1.608
C -2.605 2.504 -1.331
C -3.380 1.981 -0.154
C -2.911 3.764 -1.795
H -1.968 6.063 -4.139
H -2.635 6.409 -2.531
H -3.649 5.669 -3.751
H -0.683 4.087 -4.324
H 0.673 2.313 -4.590
H -0.027 0.735 -4.255
H 1.106 1.464 -3.112
H -2.926 1.117 0.326
H -4.388 1.699 -0.463
H -3.484 2.768 0.593
H -3.692 4.332 -1.302
F 1.687 -2.847 2.232
As 2.440 -4.377 3.329
F 2.652 -3.163 4.494
F 0.806 -4.557 3.781
F 2.078 -5.289 1.878
F 3.051 -5.676 4.188
F 3.911 -3.932 2.563
```

These are the Löwdin partial charges, in e, on atoms 1 to 6: 0.2992 -0.3414 0.8938 -0.5233 -0.4048 0.6194

=====

Entry 6:
Density functional theory data (ωB97M-V/def2-TZVPD) for a molecular structure, C15H23BMnN9P at a distorted geometry.

Summary:
Total energy in Eh: -2594.4104
<S²>: 6.111
Frontier orbital gap (alpha / beta) in Eh: 0.2019 / 0.2617
Multiplicity: 5
Net charge: +3

```
50
C15H23BMnN9P ωB97M-V/def2-TZVPD
Mn -13.409 -4.784 3.122
C -15.262 -3.035 6.477
C -15.257 -4.038 5.506
N -14.146 -4.050 4.803
N -13.436 -2.990 5.237
C -14.024 -2.387 6.285
B -12.186 -2.406 4.361
N -11.184 -3.529 4.159
C -9.858 -3.464 4.384
C -9.215 -4.584 3.866
C -10.217 -5.247 3.162
N -11.390 -4.644 3.319
N -12.737 -2.080 3.006
C -12.816 -0.846 2.380
C -13.436 -1.018 1.204
C -13.726 -2.372 1.086
N -13.320 -3.024 2.220
H -16.087 -2.903 7.199
H -15.994 -4.853 5.377
H -13.511 -1.571 6.795
H -11.597 -1.553 4.933
H -9.422 -2.635 4.962
H -8.208 -4.854 4.010
H -10.142 -6.193 2.638
H -12.452 -0.026 2.934
H -13.627 -0.284 0.437
H -14.136 -2.941 0.290
C -14.298 -9.182 6.212
N -12.895 -8.486 6.344
C -11.844 -9.327 5.593
N -12.289 -9.499 4.229
C -13.543 -10.171 4.254
N -14.643 -9.393 4.831
C -14.951 -8.138 4.107
P -13.499 -7.029 4.155
C -13.025 -7.030 5.970
C -12.297 -8.275 3.460
H -15.007 -8.614 6.756
H -14.241 -10.166 6.687
H -12.705 -8.506 7.363
H -11.758 -10.309 6.047
H -10.883 -8.803 5.662
H -13.494 -11.146 4.735
H -13.896 -10.512 3.273
H -15.847 -7.708 4.586
H -15.170 -8.425 3.054
H -13.768 -6.623 6.667
H -12.089 -6.446 6.103
H -11.237 -7.941 3.462
H -12.538 -8.579 2.431
```

These are the Löwdin partial charges, in e, on atoms 1 to 6: 1.0173 0.0219 -0.1397 -0.1241 -0.0211 0.0220